Record 1
Formula: C5H10O2
Source: the OMol25 dataset
Level of theory: ωB97M-V/def2-TZVPD

Geometry as XYZ:
```
17
Properties=species:S:1:pos:R:3:mulliken_charge:R:1
C 2.20 0.44 -0.50 -1.41
C 1.07 -0.54 -0.27 0.58
C 0.23 -0.16 0.95 -0.73
O -0.88 -1.10 1.02 -0.15
C -2.11 -0.90 0.60 -0.22
C -2.40 0.49 0.07 -0.72
O 0.27 -0.54 -1.44 -0.56
H 2.78 0.13 -1.37 0.34
H 2.87 0.48 0.37 0.37
H 1.80 1.44 -0.69 0.36
H 1.48 -1.55 -0.09 0.24
H -0.12 0.87 0.90 0.32
H 0.79 -0.31 1.88 0.37
H -0.38 -1.26 -1.35 0.34
H -1.60 1.00 -0.47 0.29
H -3.29 0.43 -0.55 0.28
H -2.68 1.09 0.96 0.32
```

HOMO in eV: -8.18
Largest force on an atom in eV/A: 0.434
Frontier orbital gap in eV: 9.070
Multiplicity: 1
LUMO in eV: 0.888
DFT total energy in Ha: -346.8792
ΔE to the lowest compared entry with this formula, charge and spin in kJ/mol: 383.93

Record 2
Formula: C4H11NO2
Source: the OMol25 dataset
Level of theory: ωB97M-V/def2-TZVPD

Geometry as XYZ:
```
18
Properties=species:S:1:pos:R:3:mulliken_charge:R:1
C -2.04 0.45 0.28 -0.36
N -0.79 0.55 -0.03 -0.41
C -0.15 -0.51 -0.69 0.68
C 0.26 -1.65 -0.07 -0.89
C -0.12 -0.34 -2.18 -1.10
H -2.48 1.24 0.92 0.29
H -2.56 -0.53 0.21 0.30
H 0.32 -1.67 1.04 0.40
H 0.60 -2.56 -0.65 0.22
H -1.14 -0.26 -2.65 0.26
H 0.45 -1.18 -2.65 0.36
H 0.38 0.61 -2.36 0.29
O 1.68 1.90 0.78 -0.66
H 1.87 2.52 0.12 0.26
H 0.82 1.39 0.35 0.35
O 0.93 -0.19 2.89 -0.63
H 1.46 -0.37 2.07 0.32
H 0.48 0.59 2.61 0.31
```

HOMO in eV: -9.42
Largest force on an atom in eV/A: 4.580
Frontier orbital gap in eV: 9.806
Multiplicity: 1
SMILES: C=NC(=C)C.O.O
LUMO in eV: 0.391
DFT total energy in Ha: -364.1728
ΔE to the lowest compared entry with this formula, charge and spin in kJ/mol: 250.50

Record 3
Formula: C5H6N2
Source: the OMol25 dataset
Level of theory: ωB97M-V/def2-TZVPD

Geometry as XYZ:
```
13
Properties=species:S:1:pos:R:3:mulliken_charge:R:1
N 2.67 -0.43 1.48 -0.43
C 1.97 -0.22 0.58 0.11
C 1.19 0.15 -0.58 0.11
C -0.14 -0.34 -0.94 -0.01
C -0.97 -0.71 0.27 -0.83
C -1.04 0.80 0.50 -0.33
N 0.02 1.10 -0.56 -0.47
H 1.85 0.27 -1.45 0.35
H -0.38 -0.54 -1.98 0.36
H -1.88 -1.25 0.05 0.31
H -0.39 -1.23 1.03 0.26
H -1.96 1.21 0.06 0.29
H -0.95 1.20 1.52 0.28
```

HOMO in eV: -9.71
Largest force on an atom in eV/A: 1.126
Frontier orbital gap in eV: 10.583
Multiplicity: 1
LUMO in eV: 0.870
DFT total energy in Ha: -303.5328
ΔE to the lowest compared entry with this formula, charge and spin in kJ/mol: 271.22

Record 4
Formula: C34H57N2O21P
Source: the OMol25 dataset
Level of theory: ωB97M-V/def2-TZVPD

Geometry as XYZ:
```
115
Properties=species:S:1:pos:R:3:mulliken_charge:R:1
C 1.84 -5.34 -0.93 0.22
C 2.72 -5.31 0.31 0.29
O 3.24 -6.32 0.69 -0.58
O 2.87 -4.14 1.02 -0.34
C 3.61 -3.17 0.23 -0.92
C 2.75 -2.01 -0.36 -0.35
C 1.24 -2.15 -0.16 0.50
C 0.44 -0.88 -0.39 0.11
C 0.73 0.10 -1.33 0.33
O 1.80 -0.02 -2.18 -0.51
C 1.32 -0.21 -3.54 -0.60
C 2.03 -1.38 -4.23 -1.26
N 1.72 -2.62 -3.52 0.01
C 0.86 -3.54 -4.28 -1.38
C -0.60 -3.52 -3.81 0.97
C -1.15 -4.98 -3.66 -1.33
O -1.43 -2.85 -4.76 -0.31
C -0.04 1.25 -1.45 -0.22
C -1.14 1.46 -0.66 -0.68
C -1.46 0.49 0.24 -0.11
C -0.69 -0.65 0.37 0.63
C -1.32 -1.52 1.44 0.24
O -0.99 -2.60 1.88 -0.65
N -2.48 -0.82 1.83 0.49
P -3.14 -1.13 3.38 0.86
O -4.18 -0.18 3.76 -0.64
O -3.76 -2.60 3.41 -0.54
O -1.98 -1.04 4.48 -0.47
C -2.64 0.45 1.20 -0.42
O -3.49 1.28 1.33 -0.57
H 0.81 -5.11 -0.62 0.20
H 1.84 -6.31 -1.42 0.46
H 2.13 -4.53 -1.61 -0.49
H 4.40 -2.71 0.83 0.32
H 4.14 -3.72 -0.56 0.43
H 3.12 -1.07 0.06 0.60
H 3.01 -1.95 -1.42 -0.26
H 1.10 -2.41 0.90 0.73
H 0.78 -2.95 -0.73 -0.51
H 1.48 0.74 -4.06 0.40
H 0.25 -0.45 -3.52 0.42
H 1.69 -1.37 -5.27 0.48
H 3.11 -1.18 -4.26 0.40
H 2.60 -3.11 -3.36 0.25
H 1.23 -4.56 -4.08 0.42
H 0.94 -3.40 -5.37 0.43
H -0.64 -3.08 -2.81 -0.16
H -1.12 -5.29 -2.61 0.31
H -0.55 -5.70 -4.21 0.31
H -2.18 -5.04 -4.03 0.39
H -2.30 -2.83 -4.35 0.26
H 0.25 1.98 -2.20 0.52
H -1.75 2.35 -0.71 0.59
H -3.80 -2.94 2.51 0.37
H -2.14 -0.19 4.92 0.34
C -4.79 3.80 1.96 -0.88
C -4.84 5.30 1.81 -0.29
O -4.98 5.96 3.08 -0.36
C -3.88 6.00 3.82 0.81
O -2.80 5.56 3.52 -0.55
O -4.18 6.60 4.97 -0.36
C -3.10 6.62 5.91 -0.60
H -5.66 3.44 2.51 0.27
H -4.76 3.31 0.99 0.33
H -3.91 3.48 2.52 0.27
H -5.71 5.58 1.22 0.30
H -3.96 5.68 1.28 0.31
H -2.20 7.06 5.47 0.28
H -2.90 5.61 6.27 0.26
H -3.41 7.23 6.75 0.25
C 2.86 1.79 9.06 -1.10
C 1.39 1.44 9.00 -0.16
O 0.61 2.50 8.43 -0.36
C 0.71 2.63 7.11 0.78
O 1.35 1.94 6.37 -0.56
O -0.04 3.67 6.74 -0.31
C 0.04 3.99 5.35 -0.43
H 3.01 2.73 9.59 0.29
H 3.42 1.01 9.58 0.36
H 3.28 1.91 8.07 0.31
H 1.01 1.30 10.01 0.29
H 1.22 0.51 8.46 0.30
H -0.19 3.12 4.73 0.27
H 1.03 4.37 5.11 0.30
H -0.70 4.76 5.14 0.02
C 5.83 2.76 -0.48 -0.89
C 7.29 2.38 -0.48 -0.22
O 7.74 2.02 0.84 -0.36
C 7.35 0.82 1.27 0.80
O 6.68 0.03 0.66 -0.55
O 7.81 0.66 2.51 -0.34
C 7.39 -0.55 3.14 -0.60
H 5.64 3.56 0.24 0.31
H 5.53 3.11 -1.47 0.36
H 5.19 1.92 -0.21 0.12
H 7.90 3.23 -0.78 0.30
H 7.49 1.57 -1.18 0.30
H 7.63 -1.42 2.53 0.28
H 6.32 -0.52 3.34 0.29
H 7.92 -0.63 4.08 0.21
C -6.80 -1.33 -9.69 -1.10
C -6.85 -1.84 -8.27 -0.18
O -5.56 -2.27 -7.81 -0.36
C -4.71 -1.29 -7.50 0.77
O -4.93 -0.11 -7.56 -0.56
O -3.56 -1.85 -7.13 -0.32
C -2.51 -0.91 -6.86 -0.55
H -6.37 -2.09 -10.35 0.29
H -7.80 -1.09 -10.05 0.36
H -6.19 -0.44 -9.77 0.32
H -7.50 -2.71 -8.21 0.29
H -7.26 -1.09 -7.59 0.31
H -2.83 -0.17 -6.13 0.32
H -2.20 -0.42 -7.78 0.39
H -1.68 -1.47 -6.45 0.01
```

HOMO in eV: -9.69
Largest force on an atom in eV/A: 2.784
Frontier orbital gap in eV: 8.969
Multiplicity: 1
SMILES: CC(=O)OCCCc1c(OCCNC[C@H](C)O)ccc2c1C(=O)N(P(=O)(O)O)C2=O.CCOC(=O)OC.CCOC(=O)OC.CCOC(=O)OC.CCOC(=O)OC
LUMO in eV: -0.722
DFT total energy in Ha: -3360.8022